17
Properties=species:S:1:pos:R:3:forces:R:3 method="wB97M-V/def2-TZVPD" lumo_ev=0.670 smiles="CNC(=O)CCSS" energy_ha=-1084.1895 charge=0 molar_mass_da=151.3 orbital_gap_ha=0.356 e_above_lowest_kcal_mol=4.3
S 2.068704 0.574187 -1.694023 -0.105 -0.133 0.257
S 2.849205 -1.316405 -1.650841 -0.041 -0.076 -0.040
O 0.541127 -1.534811 0.721993 0.055 0.121 -0.051
N -1.595753 -0.849036 0.871742 -0.378 0.048 -0.947
C 1.637436 0.931680 0.066771 0.057 0.571 -0.867
C 0.154989 0.805988 0.341188 -0.092 -0.587 0.139
C -2.640071 -0.090301 0.145272 0.208 -0.515 0.429
C -0.256765 -0.624824 0.624211 0.199 -0.144 0.458
H -2.969463 0.780137 0.702740 0.093 0.186 0.030
H -3.499201 -0.753495 0.041906 0.025 0.117 -0.033
H -0.377876 1.108678 -0.540235 -0.398 0.404 -0.467
H -0.232672 1.409276 1.165837 0.290 0.168 0.035
H -1.746640 -1.845653 0.788160 -0.041 -0.043 0.343
H 1.985753 1.960753 0.172269 -0.084 -0.072 0.329
H -2.303717 0.193457 -0.848005 -0.090 0.123 -0.128
H 4.153096 -1.008798 -1.556523 0.005 0.101 -0.015
H 2.231848 0.259167 0.647540 0.295 -0.271 0.529

17
Properties=species:S:1:pos:R:3:forces:R:3 method="wB97M-V/def2-TZVPD" lumo_ev="0.098 / 0.242" energy_ha=-1084.0032 charge=0 molar_mass_da=151.3 orbital_gap_ha="0.268 / 0.272" e_above_lowest_kcal_mol=121.1
S 0.334252 0.973484 -1.545883 0.521 -2.624 0.741
S -2.314385 -0.674667 -0.601579 0.413 0.522 0.261
O 0.840727 2.043222 -0.690720 -0.263 0.907 0.743
N 0.273014 -1.452753 -0.410615 0.768 3.834 -2.360
C 1.503530 -1.493587 -0.963412 -2.514 0.771 0.849
C 1.829608 -0.261930 -1.692891 -1.811 0.847 1.440
C -2.906860 0.823044 0.284265 1.375 0.844 -3.133
C -0.583630 -0.385099 -0.513596 1.536 0.496 -1.335
H 2.150293 -2.060730 -0.385137 1.531 -1.243 0.458
H -2.781718 0.742670 1.301803 0.483 -0.123 2.274
H -0.379064 -0.057735 3.416540 -0.689 -0.120 -2.540
H -3.945079 0.873702 0.045331 -0.744 0.283 -0.204
H 1.819197 -0.399495 -2.710750 0.619 -0.491 -2.523
H -0.593722 -0.091507 2.605043 0.698 0.116 2.511
H -2.334333 1.722138 -0.160453 -1.093 -1.362 0.876
H 2.712293 0.223857 -1.322577 0.323 0.551 -0.012
H -0.116519 -2.217510 -0.016314 -1.155 -3.210 1.954

15
Properties=species:S:1:pos:R:3:forces:R:3 method="wB97M-V/def2-TZVPD" lumo_ev=-3.903 smiles=CPC#CC[NH3+] energy_ha=-553.5581 charge=+1 molar_mass_da=102.1 orbital_gap_ha=0.303 e_above_lowest_kcal_mol=57.2
P -0.475039 2.151232 -0.857215 0.421 1.461 -1.594
N 0.323756 -2.774604 -0.537041 2.056 -3.704 1.697
C 0.115155 0.578647 -0.392981 0.366 -1.488 1.140
C 0.560256 -0.526830 -0.150033 -0.115 1.334 0.456
C -1.305141 2.982469 0.538252 -2.245 1.746 -1.026
C 1.056276 -1.797716 0.362122 -0.453 1.559 0.685
H -0.637871 2.982787 1.367416 -0.144 0.144 1.034
H -1.666846 4.104487 0.253105 1.505 -2.581 0.342
H 0.638123 -2.650345 -1.493889 -0.295 0.317 -0.284
H 0.842740 2.697856 -0.696810 -0.532 -0.002 -0.189
H 0.923700 -1.801164 1.523404 -0.301 -0.913 -2.253
H 0.489954 -3.803855 -0.301508 0.377 1.381 -0.264
H -2.320453 2.531125 0.670851 1.071 -0.065 0.439
H 2.104279 -1.922723 0.144443 0.397 -0.138 0.024
H -0.648889 -2.751363 -0.430116 -2.106 0.949 -0.207

15
Properties=species:S:1:pos:R:3:forces:R:3 method="wB97M-V/def2-TZVPD" lumo_ev=0.908 energy_ha=-610.6109 charge=0 molar_mass_da=103.2 orbital_gap_ha=0.348 e_above_lowest_kcal_mol=89.6
S -1.602658 1.084838 -0.999729 -1.868 1.539 -1.131
N 1.114056 -0.513092 0.621908 3.002 -2.688 -0.329
C -0.025178 0.113047 1.236523 0.995 1.148 -4.625
C 0.740045 -0.469349 -0.874565 0.451 3.153 2.760
C -0.095332 0.727277 -0.268860 -1.538 -2.439 1.008
C 1.582573 -1.769022 1.200704 1.441 0.866 2.200
H 0.270969 -1.236182 -1.530211 -0.049 0.092 1.268
H 1.536950 0.050763 -1.407817 0.298 -0.777 -0.319
H 2.229971 -2.264579 0.356784 -1.552 0.210 2.072
H 0.475985 1.606713 -0.194955 0.732 1.068 -0.352
H 0.065914 0.932943 1.915161 0.442 -0.043 0.984
H 2.370574 -1.531358 2.248994 -2.200 -0.734 -3.213
H -2.292937 0.008843 -0.669932 -0.075 -0.548 0.184
H -0.654724 -0.690459 1.458059 -2.119 -0.657 0.776
H 0.628791 -2.254167 1.703415 2.041 -0.190 -1.283